Version i
ClH3N2OS in the gas phase, computed with ωB97M-V/def2-TZVPD.

Structure (ORCA input):
```
! wB97M-V def2-TZVPD RIJCOSX def2/J DEFGRID3
* xyz 0 1
N 0.103 0.778 1.368
N -0.257 -0.367 -0.768
O 1.095 1.831 -0.717
S 0.756 0.645 0.018
Cl 2.435 -0.622 0.065
H 0.695 1.384 1.993
H -0.246 -0.327 -1.791
H -0.315 -1.277 -0.303
*
```

Results
LUMO level, eV: 0.17
Frontier orbital gap, eV: 10.501

***

Version ii
ClH3N2OS in the gas phase, computed with ωB97M-V/def2-TZVPD.

Structure (ORCA input):
```
! wB97M-V def2-TZVPD RIJCOSX def2/J DEFGRID3
* xyz 0 1
N 0.061 0.842 1.465
N -0.100 -0.533 -0.803
O 1.193 1.607 -1.022
S 0.859 0.569 -0.063
Cl 2.512 -0.427 0.288
H 0.338 1.774 1.528
H -0.843 -0.496 -0.033
H -0.492 -0.100 -1.596
*
```

Results
LUMO level, eV: 0.26
Frontier orbital gap, eV: 9.927

***

The energy of each structure relative to the most stable one, in kJ/mol, is as follows: version i 0.0; version ii 116.9.

***

Version i
3 unconnected molecules or ions with the total composition C5H17N4, computed with ωB97M-V/def2-TZVPD.

Structure (ORCA input):
```
! wB97M-V def2-TZVPD RIJCOSX def2/J DEFGRID3
* xyz 1 1
C -1.030 -2.480 0.865
C 3.533 -0.958 0.394
C -1.767 -1.255 0.257
C 3.100 0.229 -0.337
C -0.743 -0.139 -0.048
N -3.580 2.537 -1.173
N 3.015 1.396 0.238
N 0.504 -0.300 -0.149
N -1.275 1.160 -0.059
H -1.247 -2.644 2.015
H -1.373 -3.454 0.388
H 0.041 -2.358 0.677
H 4.619 -1.307 0.078
H 2.768 -1.668 0.240
H 3.508 -0.660 1.427
H -2.392 -0.750 1.025
H -2.273 -1.489 -0.600
H -4.504 2.244 -1.410
H -3.429 2.999 -1.993
H 3.275 1.551 1.161
H 2.300 2.023 -0.279
H 0.762 -1.236 -0.304
H 3.048 0.159 -1.331
H -0.775 1.870 -0.563
H -3.720 3.281 -0.460
H -2.365 1.250 -0.059
*
```

Results
LUMO level, eV: -4.20
Frontier orbital gap, eV: 8.096

***

Version ii
A molecular structure, C5H17N4, computed with ωB97M-V/def2-TZVPD.

Structure (ORCA input):
```
! wB97M-V def2-TZVPD RIJCOSX def2/J DEFGRID3
* xyz 1 1
C -2.019 -1.244 0.172
C 0.258 -0.782 -2.456
C 2.234 1.217 0.112
C -0.575 1.126 2.168
C -0.527 -1.225 0.463
N -0.103 0.332 -1.668
N 1.459 0.021 0.394
N -0.560 1.146 0.705
N 0.106 0.077 0.153
H -2.528 -0.411 0.645
H -2.230 -1.217 -0.894
H -2.435 -2.169 0.563
H 1.310 -1.029 -2.305
H -0.369 -1.677 -2.375
H 0.167 -0.412 -3.484
H 1.975 1.649 -0.858
H 2.086 1.954 0.902
H 3.284 0.938 0.106
H -1.344 0.441 2.522
H 0.388 0.836 2.594
H -0.827 2.123 2.516
H -0.014 -1.989 -0.127
H -0.343 -1.441 1.518
H -1.099 0.539 -1.702
H 1.871 -0.813 -0.009
H -0.164 2.009 0.343
*
```

Results
LUMO level, eV: -3.78
Frontier orbital gap, eV: 9.861

***

The energy of each structure relative to the most stable one, in kJ/mol, is as follows: version i 0.0; version ii 206.9.

***

Version i
2 unconnected molecules or ions with the total composition C5H16N2O2, computed with ωB97M-V/def2-TZVPD.

Structure (ORCA input):
```
! wB97M-V def2-TZVPD RIJCOSX def2/J DEFGRID3
* xyz 0 1
C -0.264 -1.046 1.278
N -0.449 -1.641 -0.074
C -1.005 -0.757 -0.995
C -0.553 -1.210 -2.438
O 0.317 -0.250 -3.069
C 1.168 -0.265 1.386
N 0.848 1.114 1.541
C 1.789 1.917 0.718
H -1.048 -0.317 1.641
H -0.354 -1.742 2.097
H -0.937 -2.573 0.018
H -0.708 0.263 -0.694
H -2.177 -0.695 -1.041
H 0.055 -2.235 -2.474
H -1.466 -1.318 -3.021
H 1.170 -0.280 -2.565
H 1.794 -0.811 2.151
H 1.660 -0.326 0.346
H 1.022 1.536 2.508
H 2.841 1.681 0.753
H 1.439 1.867 -0.323
H 1.513 2.989 0.914
H -1.820 1.998 0.612
H -2.212 0.681 0.153
O -2.623 1.422 0.579
*
```

Results
LUMO level, eV: 0.83
Frontier orbital gap, eV: 9.654

***

Version ii
2 unconnected molecules or ions with the total composition C5H16N2O2, computed with ωB97M-V/def2-TZVPD.

Structure (ORCA input):
```
! wB97M-V def2-TZVPD RIJCOSX def2/J DEFGRID3
* xyz 0 1
C -2.234 0.124 0.404
N -1.462 0.677 1.556
N -3.494 0.702 0.697
O -1.698 0.596 -0.791
O -2.201 -1.273 0.385
H -1.839 -0.068 -1.470
H -2.887 -1.590 0.984
H -3.031 1.672 1.037
H -0.690 0.064 1.790
H -1.067 1.593 1.369
H -4.278 0.380 1.243
C 2.203 0.196 0.328
C 1.497 -1.095 -0.094
C 1.720 1.431 -0.429
C 1.723 -1.466 -1.556
H 3.281 0.078 0.182
H 2.043 0.347 1.401
H 1.848 -1.914 0.541
H 0.423 -1.001 0.079
H 2.789 -1.556 -1.771
H 2.132 2.338 0.014
H 0.631 1.494 -0.420
H 2.039 1.399 -1.470
H 1.246 -2.416 -1.787
H 1.307 -0.713 -2.222
*
```

Results
LUMO level, eV: 0.66
Frontier orbital gap, eV: 9.544

***

The energy of each structure relative to the most stable one, in kJ/mol, is as follows: version i 169.7; version ii 0.0.

***

Version i
2 unconnected molecules or ions with the total composition C7H11NSi, computed with ωB97M-V/def2-TZVPD.

Structure (ORCA input):
```
! wB97M-V def2-TZVPD RIJCOSX def2/J DEFGRID3
* xyz 0 1
C -0.839 2.971 0.461
C -1.454 2.476 -0.676
C -0.106 2.133 1.284
C -1.327 1.126 -0.987
C 0.034 0.781 0.978
C -0.591 0.317 -0.161
C 0.821 -0.138 1.866
N 1.584 -2.975 -1.823
Si 0.095 -2.906 -0.991
H -0.925 4.020 0.710
H -2.026 3.133 -1.318
H 0.368 2.534 2.172
H -1.803 0.732 -1.875
H 1.461 0.427 2.542
H 0.143 -0.751 2.461
H 1.434 -0.809 1.264
H 1.695 -2.570 -2.738
H 2.263 -3.700 -1.655
H -1.086 -3.213 -1.793
H 0.260 -3.589 0.278
*
```

Results
LUMO level (spin up / spin down), eV: 0.00 / 0.01
Frontier orbital gap (spin up / spin down), eV: 7.096 / 8.454

***

Version ii
2 unconnected molecules or ions with the total composition C7H11NSi, computed with ωB97M-V/def2-TZVPD.

Structure (ORCA input):
```
! wB97M-V def2-TZVPD RIJCOSX def2/J DEFGRID3
* xyz 0 1
C -2.318 1.495 0.319
C -1.168 2.037 -0.205
C -2.336 0.150 0.656
C -0.179 1.181 -0.643
C -1.398 -0.735 0.097
C -0.395 -0.171 -0.667
C -1.842 -2.244 0.075
N 3.537 0.898 0.512
Si 4.495 -0.329 -0.001
H -3.154 2.055 0.560
H -0.981 3.047 -0.364
H -3.228 -0.086 1.194
H 0.654 1.512 -1.083
H -1.446 -2.791 -0.720
H -1.242 -2.748 0.851
H -2.861 -2.457 0.273
H 0.209 -0.760 -1.187
H 3.420 1.823 0.214
H 5.557 -0.485 1.100
H 4.675 -1.394 -0.982
*
```

Results
LUMO level, eV: -0.43
Frontier orbital gap, eV: 8.355

***

The energy of each structure relative to the most stable one, in kJ/mol, is as follows: version i 0.0; version ii 37.9.

***

Version i
A molecular structure, C5H11ClN2, computed with ωB97M-V/def2-TZVPD.

Structure (ORCA input):
```
! wB97M-V def2-TZVPD RIJCOSX def2/J DEFGRID3
* xyz 0 1
C 1.179 -0.678 -0.478
C 0.164 0.284 -1.227
C -0.387 -0.383 1.163
C 1.644 0.738 1.421
C -2.201 0.035 -0.976
N 1.001 -0.429 0.918
N -0.983 0.588 -0.393
Cl -0.919 -2.132 1.229
H 0.863 -1.794 -0.592
H 2.268 -0.533 -0.741
H 0.719 1.312 -1.470
H -0.287 -0.091 -2.214
H -0.881 0.082 1.899
H 2.713 0.624 1.408
H 1.406 1.647 0.747
H 1.280 0.957 2.431
H -2.726 0.876 -1.428
H -1.959 -0.929 -1.550
H -2.893 -0.174 -0.146
*
```

Results
LUMO level, eV: 0.97
Frontier orbital gap, eV: 9.620

***

Version ii
C5H11ClN2 in the gas phase, computed with ωB97M-V/def2-TZVPD.

Structure (ORCA input):
```
! wB97M-V def2-TZVPD RIJCOSX def2/J DEFGRID3
* xyz 0 1
C 1.466 -1.814 0.257
C 0.953 -0.334 0.137
C -0.571 -0.113 0.329
C -0.968 1.240 0.773
C -1.424 -1.029 -0.030
H 0.888 -2.309 -0.527
H 1.428 -2.258 1.259
H 2.484 -1.859 -0.040
H 1.335 0.236 1.008
H 1.246 -0.277 -1.812
H 1.000 1.162 -1.235
H -0.320 1.316 1.649
H -2.042 1.296 1.030
H -1.061 2.022 -1.115
H -0.982 3.069 0.066
H -1.219 -2.088 -0.061
N 1.509 0.305 -1.082
N -0.584 2.207 -0.242
Cl -3.139 -0.769 -0.362
*
```

Results
LUMO level, eV: 0.81
Frontier orbital gap, eV: 10.083

***

The energy of each structure relative to the most stable one, in kJ/mol, is as follows: version i 176.5; version ii 0.0.

***

Version i
A molecular structure, CH4BrClSi, computed with ωB97M-V/def2-TZVPD.

Structure (ORCA input):
```
! wB97M-V def2-TZVPD RIJCOSX def2/J DEFGRID3
* xyz 0 1
C -0.990 0.124 0.056
Si 0.928 -0.226 0.330
Cl -1.567 1.721 0.011
Br -2.384 -1.076 -0.447
H -0.042 -0.107 -1.826
H 0.653 -0.535 1.746
H 1.567 1.066 0.660
H 1.837 -0.969 -0.531
*
```

Results
LUMO level (spin up / spin down), eV: -1.07 / -0.80
Frontier orbital gap (spin up / spin down), eV: 7.423 / 8.715

***

Version ii
CH4BrClSi in the gas phase, computed with ωB97M-V/def2-TZVPD.

Structure (ORCA input):
```
! wB97M-V def2-TZVPD RIJCOSX def2/J DEFGRID3
* xyz 0 1
C -0.051 0.360 0.910
Si -0.174 -0.417 -0.867
Cl 0.870 -2.168 -0.628
Br 0.392 2.291 0.705
H -0.978 0.298 1.451
H 0.625 -0.213 1.551
H -1.623 -0.374 -1.504
H 0.940 0.223 -1.617
*
```

Results
LUMO level, eV: 0.43
Frontier orbital gap, eV: 10.604

***

The energy of each structure relative to the most stable one, in kJ/mol, is as follows: version i 566.0; version ii 0.0.